{
  "formula": "C3H4O4",
  "method": "ωB97M-V/def2-TZVPD",
  "symbols": ["O", "C", "C", "O", "C", "O", "O", "H", "H", "H", "H"],
  "positions_angstrom": [[-0.882, -2.600, 0.749], [-0.476, -1.508, 0.530], [0.400, -0.545, 0.251], [1.568, -0.250, 0.930], [-0.334, 0.503, -0.512], [-0.095, 0.469, -1.863], [-0.212, 1.804, -0.063], [1.622, -0.767, 1.751], [-1.415, -0.123, -0.244], [-0.543, 1.241, -2.247], [0.367, 1.776, 0.718]],
  "lowdin_charge": [0.17, -0.13, -0.26, 0.05, -0.47, 0.05, 0.06, 0.12, 0.19, 0.12, 0.11],
  "smiles": "O=C=C(O)C(O)O",
  "charge": 0,
  "homo_energy_ev": -8.67,
  "gap_ha": 0.32009,
  "lumo_ev": 0.0433
}


{
  "formula": "C6H6LiO2Yb",
  "method": "ωB97M-V/def2-TZVPD",
  "symbols": ["C", "C", "C", "H", "H", "H", "H", "C", "O", "O", "C", "C", "Li", "Yb", "H", "H"],
  "positions_angstrom": [[2.370, 0.384, -0.114], [1.170, 0.404, -0.698], [-0.074, 1.125, -0.226], [3.200, -0.125, -0.606], [2.586, 0.884, 0.834], [1.007, -0.079, -1.665], [-0.136, 2.086, -0.773], [-0.069, 1.522, 1.162], [-0.076, 1.920, 2.210], [-0.966, -1.782, 0.437], [-1.739, -0.855, -0.063], [-1.467, 0.416, -0.426], [0.597, -1.601, 1.457], [-1.518, -4.223, -0.033], [-2.598, -1.130, -0.746], [-2.286, 1.053, -0.750]],
  "lowdin_charge": [0.06, -0.12, -0.22, 0.10, 0.09, 0.14, 0.20, 0.05, 0.41, -0.49, -0.36, -0.03, 0.69, 1.22, 0.14, 0.13],
  "charge": 2,
  "homo_energy_ev": [-12.73, -16.13],
  "gap_ha": [0.17665, 0.30049],
  "multiplicity": 2,
  "lumo_ev": [-7.9252, -7.9527],
  "s_squared": 0.751
}


{
  "formula": "C4H8O2",
  "method": "ωB97M-V/def2-TZVPD",
  "symbols": ["C", "C", "O", "C", "C", "O", "H", "H", "H", "H", "H", "H", "H", "H"],
  "positions_angstrom": [[1.931, 0.728, 0.109], [1.219, -0.590, 0.382], [-0.181, -0.406, 0.662], [-0.958, -0.221, -0.420], [-2.415, -0.076, -0.064], [-0.529, -0.169, -1.549], [1.308, 1.369, -0.519], [2.172, 1.260, 1.034], [2.862, 0.541, -0.436], [1.311, -1.265, -0.473], [1.612, -1.085, 1.273], [-2.626, -0.408, 0.953], [-3.003, -0.651, -0.783], [-2.703, 0.974, -0.168]],
  "lowdin_charge": [-0.07, -0.22, -0.02, -0.54, 0.02, 0.09, 0.08, 0.07, 0.08, 0.12, 0.12, 0.08, 0.09, 0.09],
  "smiles": "CCOC(C)=O",
  "charge": 0,
  "homo_energy_ev": -10.39,
  "gap_ha": 0.41870,
  "lumo_ev": 1.0062
}


{
  "formula": "C17H20FeN3O3S",
  "method": "ωB97M-V/def2-TZVPD",
  "symbols": ["Fe", "O", "C", "C", "C", "C", "C", "C", "C", "O", "N", "N", "C", "C", "C", "C", "C", "C", "N", "H", "H", "H", "H", "H", "H", "H", "H", "H", "H", "C", "C", "S", "O", "C", "C", "H", "H", "H", "H", "H", "H", "H", "H", "H", "H"],
  "positions_angstrom": [[0.851, 0.323, -0.180], [-3.628, 0.401, -0.063], [-3.858, 1.664, -0.212], [-5.220, 2.089, -0.277], [-5.499, 3.418, -0.393], [-4.443, 4.348, -0.450], [-3.095, 3.937, -0.408], [-2.778, 2.611, -0.303], [-1.370, 2.132, -0.281], [-1.162, 0.867, 0.000], [-0.444, 2.988, -0.573], [0.780, 2.403, -0.385], [1.656, 2.439, -1.318], [2.917, 1.683, -1.094], [3.969, 1.826, -1.977], [5.154, 1.170, -1.648], [5.207, 0.418, -0.484], [4.071, 0.293, 0.306], [2.930, 0.917, 0.013], [-2.625, 0.286, -0.018], [-5.983, 1.326, -0.218], [-6.520, 3.767, -0.437], [-4.665, 5.403, -0.530], [-2.308, 4.675, -0.465], [1.517, 2.997, -2.241], [3.882, 2.431, -2.868], [6.021, 1.253, -2.290], [6.116, -0.085, -0.185], [4.076, -0.310, 1.205], [1.696, -5.105, 1.570], [1.355, -4.165, 0.421], [1.152, -2.484, 1.014], [0.900, -1.665, -0.290], [-0.449, -2.542, 1.832], [-1.598, -3.011, 0.955], [1.821, -6.109, 1.170], [0.903, -5.151, 2.316], [2.625, -4.820, 2.062], [0.451, -4.450, -0.115], [2.168, -4.091, -0.302], [-0.589, -1.526, 2.210], [-0.290, -3.175, 2.708], [-1.497, -2.637, -0.065], [-2.537, -2.642, 1.363], [-1.662, -4.097, 0.924]],
  "lowdin_charge": [0.96, 0.20, -0.19, 0.07, 0.00, 0.05, 0.04, -0.03, -0.39, -0.13, 0.11, -0.06, -0.03, -0.27, 0.03, 0.01, 0.00, -0.07, 0.03, 0.10, 0.15, 0.13, 0.14, 0.13, 0.15, 0.13, 0.13, 0.13, 0.13, -0.11, -0.37, 1.01, -0.60, -0.37, -0.11, 0.10, 0.08, 0.09, 0.10, 0.10, 0.09, 0.10, 0.08, 0.09, 0.09],
  "charge": 2,
  "homo_energy_ev": [-15.03, -15.10],
  "gap_ha": [0.31133, 0.22187],
  "multiplicity": 6,
  "lumo_ev": [-6.5589, -9.0601],
  "s_squared": 8.793
}


{
  "formula": "C24H26N2O6PPt",
  "method": "ωB97M-V/def2-TZVPD",
  "symbols": ["Pt", "C", "C", "N", "C", "C", "N", "C", "O", "O", "C", "O", "O", "H", "H", "H", "H", "H", "O", "C", "O", "C", "P", "C", "C", "C", "C", "C", "C", "C", "C", "C", "C", "C", "C", "H", "H", "H", "H", "H", "H", "H", "H", "H", "H", "H", "H", "C", "C", "C", "C", "H", "H", "H", "H", "H", "H", "H", "H", "H"],
  "positions_angstrom": [[0.376, -0.864, 0.316], [-1.507, -1.412, -2.696], [-1.119, -2.589, -1.875], [-0.544, -2.549, -0.693], [-0.316, -3.858, -0.309], [-0.813, -4.695, -1.264], [-1.304, -3.875, -2.241], [-0.906, -6.190, -1.425], [-0.401, -6.864, -0.486], [-1.392, -6.573, -2.497], [0.350, -4.134, 0.993], [0.601, -5.385, 1.283], [0.627, -3.195, 1.715], [-0.909, -0.558, -2.380], [-2.561, -1.164, -2.560], [-1.329, -1.602, -3.755], [-1.714, -4.252, -3.081], [0.278, -6.032, 0.530], [4.515, -1.187, -0.215], [3.364, -0.862, 0.012], [2.301, -1.391, -0.500], [3.120, 0.321, 1.001], [1.466, 0.974, 0.634], [1.059, 2.290, 1.812], [1.949, 2.705, 2.795], [1.594, 3.715, 3.681], [0.351, 4.320, 3.585], [-0.544, 3.913, 2.601], [-0.193, 2.901, 1.723], [1.674, 1.911, -0.926], [1.810, 3.297, -0.949], [1.997, 3.971, -2.149], [2.058, 3.265, -3.341], [1.923, 1.884, -3.328], [1.726, 1.209, -2.132], [3.941, 1.033, 0.929], [3.086, -0.106, 2.006], [2.924, 2.240, 2.875], [2.293, 4.029, 4.446], [0.075, 5.106, 4.276], [-1.517, 4.380, 2.523], [-0.886, 2.579, 0.954], [1.768, 3.867, -0.029], [2.096, 5.049, -2.148], [2.208, 3.789, -4.277], [1.971, 1.323, -4.253], [1.622, 0.133, -2.118], [-2.840, 0.842, -0.263], [-2.673, -0.432, 0.563], [-3.855, -0.585, 1.522], [-1.350, -0.415, 1.329], [-3.739, 0.810, -0.886], [-1.974, 1.010, -0.906], [-2.938, 1.706, 0.404], [-2.686, -1.291, -0.112], [-3.867, 0.240, 2.242], [-3.781, -1.517, 2.085], [-4.811, -0.581, 0.990], [-1.359, -1.192, 2.106], [-1.296, 0.540, 1.864]],
  "lowdin_charge": [0.96, 0.00, -0.34, 0.02, -0.10, -0.07, 0.18, -0.61, -0.01, 0.00, -0.50, 0.11, 0.03, 0.06, 0.08, 0.08, 0.16, 0.06, 0.03, -0.71, -0.23, -0.23, 0.86, -0.35, -0.08, -0.09, -0.09, -0.08, -0.10, -0.30, -0.08, -0.09, -0.10, -0.08, -0.09, 0.09, 0.10, 0.10, 0.10, 0.10, 0.10, 0.09, 0.10, 0.10, 0.10, 0.10, 0.08, -0.11, -0.52, -0.09, -0.33, 0.07, 0.05, 0.07, 0.10, 0.08, 0.07, 0.07, 0.05, 0.02],
  "charge": -1,
  "homo_energy_ev": -5.83,
  "gap_ha": 0.29898,
  "lumo_ev": 2.3101
}


{
  "formula": "C3H5NO3S",
  "method": "ωB97M-V/def2-TZVPD",
  "symbols": ["O", "C", "N", "S", "C", "C", "O", "O", "H", "H", "H", "H", "H"],
  "positions_angstrom": [[-2.628, 0.897, -0.552], [-2.236, 0.549, 0.526], [-1.308, -0.474, 0.770], [-0.463, -1.318, -0.436], [0.657, -0.030, -1.045], [1.808, 0.361, -0.095], [2.271, 1.463, -0.018], [2.352, -0.695, 0.620], [-2.591, 0.953, 1.473], [-0.900, -0.555, 1.687], [0.062, 0.815, -1.360], [1.133, -0.466, -1.930], [1.844, -1.501, 0.360]],
  "lowdin_charge": [0.04, -0.39, -0.31, 0.93, -0.36, -0.54, 0.12, 0.05, 0.13, 0.09, 0.08, 0.10, 0.06],
  "smiles": "O=CNSCC(=O)O",
  "charge": 0,
  "homo_energy_ev": -9.99,
  "gap_ha": 0.38023,
  "lumo_ev": 0.3555
}


{
  "formula": "C2H4BaO",
  "method": "ωB97M-V/def2-TZVPD",
  "symbols": ["C", "C", "O", "Ba", "H", "H", "H", "H"],
  "positions_angstrom": [[-0.674, -1.216, 0.520], [-1.902, -0.585, 0.916], [-3.045, -0.907, 0.580], [0.935, 0.457, -0.841], [-0.823, -1.996, -0.242], [-0.039, -1.535, 1.360], [0.683, 2.398, -1.532], [-1.783, 0.261, 1.637]],
  "lowdin_charge": [-0.45, -0.51, -0.07, 1.37, 0.01, 0.01, -0.46, 0.09],
  "charge": 0,
  "homo_energy_ev": -7.42,
  "gap_ha": 0.23376,
  "lumo_ev": -1.0544
}


{
  "formula": "C11H14N2",
  "method": "ωB97M-V/def2-TZVPD",
  "symbols": ["C", "C", "C", "C", "N", "N", "H", "H", "H", "H", "H", "H", "C", "C", "C", "C", "C", "C", "C", "H", "H", "H", "H", "H", "H", "H", "H"],
  "positions_angstrom": [[-3.386, 1.915, -1.932], [-1.237, -1.069, -2.129], [-2.276, 0.922, -1.898], [-0.910, 1.212, -1.713], [-2.447, -0.495, -2.046], [-0.260, -0.087, -1.930], [-0.923, -2.066, -2.185], [0.671, -0.186, -2.356], [-0.143, 2.007, -1.554], [-3.078, 2.919, -1.610], [-4.165, 1.626, -1.213], [-3.657, 1.962, -3.091], [3.628, -0.482, 1.762], [-0.710, -0.625, 1.543], [0.030, 0.470, 1.095], [0.070, -1.819, 1.719], [1.466, 0.468, 1.129], [1.430, -1.835, 1.703], [2.212, -0.697, 1.525], [-1.752, -0.503, 1.645], [-0.316, 1.391, 0.908], [-0.465, -2.706, 1.868], [2.002, 1.449, 1.262], [1.844, -2.747, 2.024], [4.376, -0.669, 0.874], [4.081, -0.976, 2.630], [3.912, 0.621, 1.970]],
  "lowdin_charge": [0.00, -0.03, -0.22, 0.12, 0.14, 0.09, 0.13, 0.17, 0.17, 0.09, 0.10, 0.16, -0.08, -0.05, -0.13, -0.07, -0.03, -0.05, -0.28, 0.09, 0.04, 0.09, 0.12, 0.11, 0.12, 0.08, 0.10],
  "charge": 1,
  "homo_energy_ev": [-11.95, -11.93],
  "gap_ha": [0.29756, 0.14452],
  "multiplicity": 2,
  "lumo_ev": [-3.8522, -7.9971],
  "s_squared": 0.762
}


Per-record relative energy (zero: lowest compared OMol25 entry of this formula, charge and spin), eV: 3.513 0.000 0.284 0.405 0.301 0.239 0.002 2.383